Record 1
{"formula": "C3H6Cl2N", "method": "the ωB97M-V functional and the def2-TZVPD basis", "symbols": ["C", "C", "C", "N", "Cl", "Cl", "H", "H", "H", "H", "H", "H"], "positions_angstrom": [[-1.55522, -1.41059, 0.88572], [-0.56137, -0.61086, 0.97470], [0.20215, 0.64053, -1.31001], [1.44064, 0.82699, -0.56311], [-2.73185, -1.65143, 2.20630], [0.17932, 0.42113, 2.04940], [-1.58027, -2.06961, 0.07507], [0.08608, -0.20558, -2.04186], [-0.60604, 1.42918, -1.18480], [2.05667, 0.09208, -0.78537], [1.18109, 0.68781, 0.47758], [1.88878, 1.85036, -0.78362]], "forces_ev_per_angstrom": [[-1.4951, -0.5570, 2.1150], [1.1489, 1.3190, -0.7207], [-1.9069, -0.4690, 0.2820], [-0.7340, 3.4652, -0.3677], [0.9087, 0.1249, -1.0271], [-0.3787, 0.0059, 0.6248], [-0.7224, -0.8298, -1.1809], [0.4867, 1.1785, 0.9814], [1.4241, -1.1645, -0.2024], [1.4672, -0.9262, -0.5147], [0.8244, 0.9657, -0.9161], [-1.0229, -3.1125, 0.9264]], "mulliken_charge": [-0.0357, -0.0124, -0.6008, -0.1751, -0.1177, -0.1340, 0.3643, 0.3601, 0.3592, 0.3853, 0.1767, 0.4301], "charge": 1, "homo_lumo_gap_ev": [8.5437, 7.9733], "relative_energy_kcal_mol": 108.22, "homo_ev": [-13.73, -13.51]}



Record 2
{"formula": "C2H4N2S2", "method": "the ωB97M-V functional and the def2-TZVPD basis", "symbols": ["C", "C", "H", "H", "H", "H", "N", "N", "S", "S"], "positions_angstrom": [[-1.16516, -0.16136, 0.11603], [0.22427, 0.01728, 0.15241], [-2.94217, 0.46563, -0.86620], [-1.44042, 1.39515, -1.33806], [-1.15938, -1.14083, 1.71175], [0.36119, -2.22543, -0.66504], [-1.83653, 0.57648, -0.98940], [-1.80454, -0.85835, 0.98613], [1.28653, -1.23400, -0.30583], [0.98307, 1.50544, 0.27894]], "forces_ev_per_angstrom": [[-4.5309, 1.3156, -1.1599], [3.9584, 2.4891, -1.0966], [3.5516, 0.7817, -0.5268], [0.6207, 1.4033, -0.2898], [0.1634, -0.5334, 0.0538], [0.7221, 0.8952, 0.4891], [-2.9974, -4.6852, 3.5195], [0.0244, 1.0600, -1.1550], [-0.5958, -1.7305, -0.2787], [-0.9164, -0.9957, 0.4443]], "mulliken_charge": [0.4199, 0.0414, 0.2889, 0.2285, 0.3035, 0.1792, -0.4833, -0.6299, -0.1291, -0.2191], "charge": 0, "homo_lumo_gap_ev": 8.1283, "relative_energy_kcal_mol": 44.49, "homo_ev": -9.13}



Record 3
{"formula": "C2H4BrF2N2", "method": "the ωB97M-V functional and the def2-TZVPD basis", "symbols": ["N", "C", "N", "C", "F", "F", "Br", "H", "H", "H", "H"], "positions_angstrom": [[0.40655, -0.93688, 0.60481], [0.54384, 0.19885, -0.00718], [-0.34304, 1.04296, -0.47758], [2.16845, 0.89127, 0.08489], [2.26499, 1.31124, 1.35686], [2.35150, 1.85803, -0.76036], [3.61791, -0.51499, -0.18886], [1.27072, -1.19988, 1.03226], [-0.53461, -1.26550, 0.61035], [0.07844, 1.79230, -1.01235], [-1.28744, 0.71221, -0.47281]], "forces_ev_per_angstrom": [[-0.2084, 2.1449, -1.4581], [3.7655, 2.6530, 0.3637], [1.4140, -1.5579, 0.3038], [-0.7912, -3.0815, 0.9142], [-0.2202, 0.0925, -0.8278], [-0.5388, 0.5072, -0.2512], [-1.4850, 1.0226, 0.1736], [0.0208, -1.4837, 0.6596], [-0.2149, -1.3591, 0.8785], [-0.9384, 0.3202, -0.1984], [-0.8035, 0.7418, -0.5579]], "mulliken_charge": [-0.2814, 0.6296, -0.2976, 0.3047, -0.1406, -0.1657, -0.0389, 0.2042, 0.2614, 0.2769, 0.2473], "charge": 1, "homo_lumo_gap_ev": 11.0696, "relative_energy_kcal_mol": 0.00, "homo_ev": -15.28, "smiles": "NC(=[NH2+])C(F)(F)Br"}